100
Properties=species:S:1:pos:R:3 method="wB97M-V/def2-TZVPD" multiplicity=6 e_tot_ha=-5593.18407 relative_energy_ev=0.960
Fe -1.635 1.966 0.240
C 3.065 -3.083 4.395
C 3.432 -2.050 3.329
C 3.947 -2.801 2.090
C 4.560 -1.166 3.886
C 2.243 -1.166 2.944
C 2.380 -0.209 1.953
C 1.320 0.620 1.618
Se 1.581 1.989 0.310
C 1.410 0.960 -1.301
C 2.497 0.318 -1.821
C 2.393 -0.387 -3.037
C 1.128 -0.465 -3.660
C -0.007 0.156 -3.200
C 0.137 0.985 -2.012
O -0.777 1.725 -1.610
C -1.315 -0.060 -3.979
C -1.158 0.541 -5.387
C -1.569 -1.574 -4.098
C -2.568 0.557 -3.340
C 3.586 -1.063 -3.695
C 3.363 -2.584 -3.694
C 3.715 -0.559 -5.143
C 4.895 -0.756 -2.960
C 0.068 0.582 2.273
O -0.901 1.407 1.967
C -0.080 -0.403 3.286
C 1.000 -1.231 3.580
C -1.403 -0.522 4.054
C -1.686 0.796 4.800
C -1.370 -1.647 5.092
C -2.564 -0.820 3.093
H 3.942 -3.696 4.620
H 2.747 -2.605 5.326
H 2.269 -3.751 4.054
H 4.774 -3.467 2.361
H 3.149 -3.407 1.650
H 4.311 -2.109 1.325
H 5.433 -1.774 4.147
H 4.872 -0.415 3.155
H 4.224 -0.641 4.784
H 3.323 -0.085 1.428
H 3.433 0.380 -1.284
H 1.050 -1.056 -4.563
H -0.334 0.079 -5.938
H -2.079 0.384 -5.955
H -0.970 1.616 -5.331
H -0.770 -2.092 -4.632
H -1.665 -2.028 -3.107
H -2.500 -1.743 -4.644
H -2.519 1.645 -3.309
H -3.437 0.269 -3.936
H -2.714 0.202 -2.317
H 2.451 -2.857 -4.231
H 4.205 -3.082 -4.183
H 3.285 -2.964 -2.672
H 2.865 -0.862 -5.759
H 3.779 0.532 -5.169
H 4.620 -0.969 -5.597
H 4.887 -1.155 -1.941
H 5.728 -1.219 -3.492
H 5.081 0.320 -2.911
H 0.870 -1.975 4.353
H -0.883 1.010 5.513
H -1.766 1.628 4.103
H -2.626 0.713 5.356
H -0.596 -1.478 5.847
H -2.333 -1.680 5.606
H -1.201 -2.625 4.630
H -2.653 -0.044 2.336
H -2.416 -1.787 2.598
H -3.504 -0.868 3.652
B -4.323 4.616 0.241
N -4.607 3.071 0.226
C -5.858 2.596 0.228
C -5.819 1.211 0.243
C -4.460 0.918 0.250
N -3.740 2.046 0.241
N -2.800 4.965 0.231
C -2.373 6.232 0.179
C -0.990 6.240 0.217
C -0.647 4.891 0.291
N -1.746 4.130 0.302
H -4.818 5.070 1.252
H -4.829 5.093 -0.755
H -6.699 3.273 0.220
H -6.653 0.527 0.253
H -3.958 -0.038 0.276
H -3.077 7.048 0.121
H -0.330 7.092 0.192
H 0.330 4.439 0.342
C 0.131 -2.321 0.104
C -1.200 -1.655 -0.086
N -2.266 -2.474 -0.252
O -1.328 -0.434 -0.083
H 0.139 -3.344 -0.276
H 0.369 -2.322 1.171
H 0.897 -1.730 -0.395
H -2.180 -3.473 -0.231
H -3.181 -2.069 -0.348

=====

112
Properties=species:S:1:pos:R:3 method="wB97M-V/def2-TZVPD" charge=+1 multiplicity=1 e_tot_ha=-10845.64777
C 0.345 -5.349 -0.570
C -0.066 -4.505 0.402
C -1.502 -4.040 0.334
N -1.753 -2.694 0.924
Br -2.808 -2.543 2.445
C -1.236 -1.671 0.349
N -0.467 -1.735 -0.821
C -0.686 -0.506 -1.648
C 0.784 -0.011 -1.861
C 0.934 1.357 -2.590
C 2.400 1.828 -2.404
O 2.584 2.964 -2.003
N 3.459 0.953 -2.716
C 4.463 0.885 -1.676
C 5.737 1.345 -1.973
C 6.738 1.304 -1.010
C 6.521 0.802 0.261
C 5.251 0.312 0.562
C 4.255 0.380 -0.396
C -1.183 -0.768 -3.113
C -1.687 -2.220 -3.352
C -2.766 -2.214 -4.468
F -0.638 -3.058 -3.721
C -1.637 0.249 -0.666
C -2.034 1.728 -0.859
C -1.190 2.753 -0.089
O -1.765 4.019 -0.300
C -1.052 5.035 0.386
C -1.203 4.980 1.931
P -3.342 -0.664 -0.970
O -4.158 -0.366 0.423
Cl -4.417 0.370 -2.407
N -1.354 -0.254 0.694
C -0.041 0.131 1.289
C -0.099 0.760 2.709
C -0.950 0.020 3.736
C -2.261 0.451 3.907
C -3.074 -0.217 4.817
C -2.541 -1.286 5.523
C -1.229 -1.703 5.369
C -0.413 -1.038 4.463
H 0.812 -6.306 -0.317
H 0.188 -5.142 -1.635
H 0.615 -4.211 1.210
H -2.195 -4.754 0.780
H -1.756 -3.958 -0.741
H 0.501 -2.001 -0.677
H 1.263 -0.747 -2.524
H 1.394 -0.042 -0.947
H 0.728 1.202 -3.663
H 0.233 2.117 -2.245
H 3.133 0.036 -3.032
H 6.004 1.736 -2.954
H 7.746 1.665 -1.218
H 7.304 0.786 1.017
H 5.033 -0.102 1.544
H 3.280 -0.015 -0.101
H -1.934 -0.034 -3.429
H -0.363 -0.650 -3.836
H -2.137 -2.631 -2.442
H -3.556 -2.949 -4.277
H -2.222 -2.426 -5.401
H -3.240 -1.234 -4.581
H -1.938 1.956 -1.932
H -3.075 1.904 -0.551
H -1.318 2.521 0.989
H -0.103 2.707 -0.281
H -1.476 5.990 0.044
H 0.016 5.079 0.109
H -2.016 4.263 2.149
H -1.476 5.927 2.391
H -0.290 4.547 2.352
H -4.146 0.579 0.651
H 0.674 -0.708 1.345
H 0.459 0.883 0.662
H -0.397 1.815 2.715
H 0.939 0.735 3.086
H -2.605 1.283 3.291
H -4.106 0.122 4.910
H -3.199 -1.818 6.214
H -0.867 -2.547 5.955
H 0.626 -1.313 4.284
C -0.007 5.888 5.535
Cl -0.656 4.305 5.072
Cl 0.162 6.956 4.135
H -0.684 6.348 6.246
H 0.969 5.747 5.987
C 4.924 -2.259 -3.426
Cl 5.594 -3.882 -3.293
Cl 3.156 -2.276 -3.246
H 5.348 -1.636 -2.647
H 5.167 -1.857 -4.404
C 7.720 -3.085 -0.322
Cl 7.275 -4.741 0.112
Cl 6.350 -1.966 -0.165
H 8.513 -2.754 0.340
H 8.064 -3.073 -1.351
C -5.548 -5.721 1.178
Cl -7.078 -5.759 0.301
Cl -4.730 -4.152 1.007
H -5.743 -5.895 2.231
H -4.900 -6.498 0.785
C -3.772 7.694 5.403
Cl -2.606 7.965 6.706
Cl -4.561 6.120 5.555
H -4.527 8.471 5.445
H -3.248 7.733 4.454
C -1.547 -2.284 -8.428
Cl -0.568 -1.557 -7.142
Cl -2.267 -3.813 -7.913
H -2.341 -1.595 -8.693
H -0.911 -2.469 -9.286

=====

100
Properties=species:S:1:pos:R:3 method="wB97M-V/def2-TZVPD" multiplicity=1 e_tot_ha=-2978.52700
C -3.993 0.832 -3.562
O -4.124 2.050 -2.865
C -3.315 3.092 -3.374
C -1.809 2.852 -3.259
C -1.142 3.724 -2.199
C 0.375 3.753 -2.305
C 1.057 2.421 -2.135
C 2.256 2.157 -2.798
C 2.893 0.942 -2.619
C 2.359 -0.042 -1.790
C 1.160 0.197 -1.123
C 0.529 1.429 -1.314
N 0.517 -0.767 -0.268
C 0.195 -0.287 1.034
I -1.829 0.336 1.258
C 1.073 -0.215 2.030
C 2.515 -0.584 1.901
I 0.607 0.444 3.939
C 0.874 -2.147 -0.365
C 2.049 -2.605 -0.961
C 2.326 -3.966 -1.010
C 1.438 -4.883 -0.478
C 0.242 -4.468 0.095
C -0.740 -5.461 0.645
C -2.139 -5.383 0.013
C -2.741 -6.750 -0.259
C -4.091 -6.692 -0.948
O -5.163 -6.609 -0.007
C -0.015 -3.103 0.145
O -1.153 -2.644 0.769
S 3.260 -1.547 -1.670
H -3.838 1.001 -4.629
H -4.914 0.274 -3.418
H -3.167 0.230 -3.181
H -3.603 3.310 -4.406
H -3.581 3.964 -2.780
H -1.330 3.076 -4.212
H -1.621 1.808 -3.024
H -1.447 3.407 -1.202
H -1.488 4.749 -2.331
H 0.754 4.413 -1.528
H 0.676 4.174 -3.262
H 2.673 2.897 -3.458
H 3.815 0.733 -3.143
H -0.405 1.607 -0.813
H 2.777 -1.357 2.617
H 2.776 -0.893 0.896
H 3.124 0.287 2.142
H 3.250 -4.294 -1.461
H 1.657 -5.939 -0.509
H -0.795 -5.371 1.724
H -0.349 -6.451 0.421
H -2.061 -4.872 -0.950
H -2.825 -4.815 0.642
H -2.064 -7.327 -0.891
H -2.867 -7.318 0.662
H -4.256 -7.581 -1.552
H -4.126 -5.836 -1.625
H -5.512 -5.717 -0.001
H -1.907 -2.732 0.178
C 0.662 -6.605 5.728
C -0.016 -6.980 4.432
O 0.449 -6.674 3.360
C -1.308 -7.754 4.542
H 1.574 -6.053 5.517
H -0.004 -5.988 6.334
H 0.903 -7.504 6.298
H -2.043 -7.178 5.106
H -1.138 -8.695 5.068
H -1.696 -7.961 3.547
C 3.825 4.040 -6.474
C 3.349 5.189 -5.618
O 2.770 5.005 -4.573
C 3.630 6.580 -6.132
H 3.564 3.096 -6.002
H 3.361 4.091 -7.460
H 4.907 4.094 -6.605
H 3.159 6.721 -7.107
H 4.705 6.724 -6.251
H 3.240 7.314 -5.432
C 2.701 5.376 3.426
C 1.915 4.701 2.330
O 1.012 5.270 1.759
C 2.300 3.282 2.004
H 2.330 6.387 3.575
H 2.597 4.809 4.353
H 3.759 5.411 3.161
H 2.182 2.678 2.904
H 3.340 3.232 1.675
H 1.654 2.895 1.218
C -1.682 5.014 3.775
C -1.487 4.033 4.904
O -0.418 3.511 5.123
C -2.699 3.722 5.748
H -0.751 5.155 3.232
H -2.442 4.640 3.087
H -2.023 5.973 4.169
H -3.491 3.307 5.123
H -3.076 4.635 6.212
H -2.435 3.004 6.520

=====

98
Properties=species:S:1:pos:R:3 method="wB97M-V/def2-TZVPD" multiplicity=1 e_tot_ha=-1896.25340 relative_energy_ev=0.548 smiles=c1cc[nH]c1.c1cc[nH]c1.c1cc[nH]c1.c1cc[nH]c1.c1cc[nH]c1.CCCC#N.CCCC#N.CCCC#N.CCCC#N
C -15.613 2.968 -14.866
C -14.772 3.876 -14.189
C -14.944 3.636 -12.836
N -15.812 2.596 -12.689
C -16.215 2.166 -13.931
H -15.881 2.937 -15.912
H -14.112 4.655 -14.527
H -14.439 4.029 -11.969
H -16.193 2.258 -11.826
H -16.902 1.336 -13.949
C -18.416 3.599 -20.535
C -17.572 3.015 -21.523
C -17.031 1.881 -20.977
N -17.486 1.772 -19.696
C -18.276 2.861 -19.395
H -18.858 4.584 -20.554
H -17.461 3.375 -22.531
H -16.350 1.191 -21.446
H -17.196 1.145 -18.968
H -18.608 2.984 -18.379
C -20.365 5.422 -16.008
C -19.512 6.158 -15.140
C -18.540 5.310 -14.699
N -18.693 4.112 -15.333
C -19.797 4.164 -16.135
H -21.268 5.681 -16.535
H -19.615 7.224 -15.016
H -17.694 5.447 -14.045
H -17.992 3.392 -15.289
H -20.082 3.317 -16.736
C -18.016 12.100 -14.599
C -17.881 11.320 -13.441
C -18.417 10.088 -13.699
N -18.920 10.105 -14.977
C -18.680 11.342 -15.535
H -17.778 13.127 -14.826
H -17.419 11.642 -12.521
H -18.451 9.209 -13.078
H -19.568 9.460 -15.388
H -19.117 11.584 -16.489
C -22.206 2.210 -13.296
C -21.762 3.546 -13.084
C -22.034 3.750 -11.737
N -22.456 2.585 -11.164
C -22.486 1.585 -12.128
H -22.342 1.757 -14.272
H -21.267 4.215 -13.767
H -21.746 4.639 -11.195
H -22.635 2.497 -10.181
H -22.925 0.647 -11.829
C -19.425 0.382 -15.529
C -19.439 0.099 -14.038
C -20.338 -1.055 -13.563
C -20.301 -2.230 -14.420
N -20.272 -3.158 -15.096
H -20.372 0.782 -15.902
H -19.159 -0.486 -16.134
H -18.661 1.127 -15.766
H -19.628 0.981 -13.432
H -18.445 -0.329 -13.841
H -21.375 -0.702 -13.504
H -20.104 -1.325 -12.533
C -22.380 8.234 -18.665
C -21.756 9.235 -19.663
C -20.614 8.636 -20.484
C -19.755 7.711 -19.751
N -19.096 7.019 -19.112
H -23.197 8.681 -18.106
H -21.620 7.859 -17.980
H -22.734 7.406 -19.280
H -21.425 10.095 -19.072
H -22.558 9.591 -20.308
H -19.951 9.443 -20.812
H -21.024 8.205 -21.397
C -23.775 3.718 -15.968
C -23.417 2.727 -17.060
C -22.714 3.365 -18.262
C -23.520 4.453 -18.852
N -24.096 5.330 -19.318
H -22.859 4.132 -15.544
H -24.307 3.210 -15.162
H -24.431 4.534 -16.278
H -24.310 2.181 -17.362
H -22.639 2.069 -16.659
H -22.473 2.681 -19.074
H -21.803 3.852 -17.913
C -22.954 8.091 -15.115
C -22.538 8.545 -13.722
C -22.243 7.286 -12.887
C -21.515 7.484 -11.619
N -20.964 7.592 -10.618
H -22.048 7.947 -15.704
H -23.639 8.817 -15.551
H -23.463 7.125 -15.146
H -23.326 9.043 -13.153
H -21.670 9.202 -13.745
H -21.550 6.610 -13.408
H -23.143 6.716 -12.655